Formula: C71H50I4N4Sb2Tl
Source: OMol25
Level of theory: ωB97M-V with the def2-TZVPD basis set

CARTESIAN COORDINATES (ANGSTROEM)
Tl (-1.4434, 0.7330, -0.4313)
I (1.8830, 3.9543, -9.1673)
C (1.1126, 3.2783, -7.3169)
C (1.8437, 2.3740, -6.5666)
C (1.3341, 1.9381, -5.3521)
C (0.1121, 2.4079, -4.8746)
C (-0.5991, 3.3174, -5.6548)
C (-0.1103, 3.7537, -6.8777)
C (-0.4181, 1.9543, -3.5614)
C (-0.9373, 0.6074, -3.5291)
C (-1.0108, -0.2865, -4.6013)
C (-1.7477, -1.3946, -4.1725)
C (-2.1208, -1.1586, -2.8452)
C (-2.9243, -2.0164, -2.0080)
C (-3.3388, -3.3057, -2.6216)
C (-4.2807, -3.3452, -3.6477)
C (-4.6522, -4.5477, -4.2308)
C (-4.0577, -5.7186, -3.7923)
I (-4.5899, -7.5505, -4.7007)
C (-3.1206, -5.7123, -2.7748)
C (-2.7725, -4.5038, -2.1885)
C (-3.3093, -1.7756, -0.7058)
N (-2.9529, -0.6875, 0.0744)
C (-3.4638, -0.8803, 1.3485)
C (-3.2366, -0.0831, 2.4511)
C (-3.8092, -0.5303, 3.7499)
C (-3.2381, -1.5955, 4.4423)
C (-3.7592, -2.0270, 5.6538)
C (-4.8664, -1.3818, 6.1744)
I (-5.6576, -2.0142, 8.0300)
C (-5.4587, -0.3220, 5.5095)
C (-4.9245, 0.0972, 4.2995)
C (-2.5033, 1.1581, 2.4824)
C (-2.3124, 1.9802, 3.5946)
C (-1.5952, 3.1012, 3.1645)
C (-1.3650, 2.9531, 1.7924)
N (-1.9074, 1.7492, 1.3861)
C (-0.6746, 3.8793, 0.9149)
C (-0.4587, 3.7191, -0.4432)
C (0.0383, 4.7420, -1.3395)
C (0.0540, 4.2323, -2.5922)
C (-0.4152, 2.8640, -2.5243)
N (-0.7555, 2.6035, -1.2051)
C (-0.1474, 5.1126, 1.5449)
C (1.2149, 5.4147, 1.4716)
C (1.7369, 6.5394, 2.0917)
C (0.8837, 7.3792, 2.7849)
I (1.6740, 9.0714, 3.7752)
C (-0.4751, 7.1241, 2.8580)
C (-0.9807, 5.9906, 2.2406)
C (-4.2813, -2.0749, 1.3201)
C (-4.1834, -2.6180, 0.0840)
N (-1.6036, 0.0593, -2.4512)
H (2.8020, 2.0152, -6.9176)
H (1.9016, 1.2317, -4.7583)
H (-1.5550, 3.6805, -5.2981)
H (-0.6816, 4.4486, -7.4781)
H (-0.5881, -0.1316, -5.5809)
H (-1.9929, -2.2702, -4.7515)
H (-4.7295, -2.4192, -3.9844)
H (-5.3992, -4.5674, -5.0127)
H (-2.6596, -6.6330, -2.4436)
H (-2.0359, -4.4858, -1.3941)
H (-2.3706, -2.0932, 4.0292)
H (-3.2985, -2.8512, 6.1820)
H (-6.3264, 0.1736, 5.9233)
H (-5.3840, 0.9185, 3.7639)
H (-2.6702, 1.7827, 4.5920)
H (-1.2647, 3.9208, 3.7804)
H (0.3084, 5.7408, -1.0384)
H (0.3546, 4.7309, -3.5000)
H (1.8783, 4.7375, 0.9481)
H (2.7970, 6.7479, 2.0421)
H (-1.1353, 7.8006, 3.3836)
H (-2.0403, 5.7763, 2.2888)
H (-4.8569, -2.4372, 2.1577)
H (-4.6568, -3.5162, -0.2800)
C (3.4717, -1.1708, 0.1123)
C (3.3115, -1.8313, 1.4775)
C (1.9535, -1.6636, 2.1726)
Sb (0.1367, -2.1163, 1.0250)
C (-0.3956, -3.7888, 2.3188)
C (-1.7290, -4.1760, 2.4046)
C (-2.1255, -5.1833, 3.2743)
C (-1.1869, -5.8283, 4.0650)
C (0.1511, -5.4753, 3.9636)
C (0.5411, -4.4624, 3.0978)
C (0.9437, -3.4125, -0.5131)
C (1.6989, -4.5478, -0.2355)
C (2.1661, -5.3473, -1.2698)
C (1.8641, -5.0335, -2.5883)
C (1.0927, -3.9158, -2.8706)
C (0.6421, -3.1057, -1.8374)
Sb (2.6052, 0.8158, -0.0514)
C (4.2231, 1.5861, -1.2873)
C (5.5610, 1.2361, -1.1292)
C (6.5444, 1.8083, -1.9237)
C (6.1982, 2.7072, -2.9235)
C (4.8651, 3.0318, -3.1188)
C (3.8893, 2.4851, -2.2959)
C (3.3433, 1.5648, 1.8527)
C (4.6860, 1.5526, 2.2149)
C (5.0870, 2.0403, 3.4519)
C (4.1479, 2.5473, 4.3395)
C (2.8071, 2.5630, 3.9867)
C (2.4092, 2.0675, 2.7530)
H (2.9813, -1.7685, -0.6585)
H (4.5263, -1.1021, -0.1535)
H (4.0816, -1.4284, 2.1445)
H (3.5121, -2.9025, 1.3633)
H (1.8217, -0.6314, 2.5051)
H (1.9251, -2.2861, 3.0658)
H (-2.4713, -3.6776, 1.7959)
H (-3.1734, -5.4507, 3.3404)
H (-1.4949, -6.6032, 4.7559)
H (0.8937, -5.9822, 4.5679)
H (1.5923, -4.2046, 3.0444)
H (1.9184, -4.8215, 0.7891)
H (2.7663, -6.2214, -1.0464)
H (2.2246, -5.6624, -3.3926)
H (0.8357, -3.6674, -3.8930)
H (0.0400, -2.2346, -2.0747)
H (5.8595, 0.4999, -0.3936)
H (7.5844, 1.5499, -1.7645)
H (6.9648, 3.1481, -3.5481)
H (4.5753, 3.7092, -3.9133)
H (2.8547, 2.7640, -2.4431)
H (5.4347, 1.1621, 1.5401)
H (6.1356, 2.0211, 3.7241)
H (4.4615, 2.9310, 5.3024)
H (2.0647, 2.9633, 4.6663)
H (1.3572, 2.0896, 2.4941)

HOMO energy (spin up / spin down)	-0.1070 / -0.1073	Ha
charge	-1
E	-4798.36709	a.u.
Kohn-Sham gap (spin up / spin down)	4.72 / 4.69	eV

Results of the Löwdin charge analysis, in e, for atoms 1 through 8: atom 1 (Tl): 0.954, atom 2 (I): 0.788, atom 3 (C): -0.724, atom 4 (C): -0.153, atom 5 (C): -0.028, atom 6 (C): -0.208, atom 7 (C): -0.026, atom 8 (C): -0.153